{
  "formula": "C49H98Cl2O30",
  "method": "wB97M-V/def2-TZVPD",
  "elements": ["C", "Cl", "Cl", "H", "H", "C", "C", "O", "C", "O", "O", "C", "H", "H", "H", "H", "H", "H", "H", "H", "C", "C", "O", "C", "O", "O", "C", "H", "H", "H", "H", "H", "H", "H", "H", "C", "C", "O", "C", "O", "O", "C", "H", "H", "H", "H", "H", "H", "H", "H", "C", "C", "O", "C", "O", "O", "C", "H", "H", "H", "H", "H", "H", "H", "H", "C", "C", "O", "C", "O", "O", "C", "H", "H", "H", "H", "H", "H", "H", "H", "C", "C", "O", "C", "O", "O", "C", "H", "H", "H", "H", "H", "H", "H", "H", "O", "C", "O", "C", "C", "C", "H", "H", "H", "H", "H", "H", "H", "H", "O", "C", "O", "C", "C", "C", "H", "H", "H", "H", "H", "H", "H", "H", "O", "C", "O", "C", "C", "C", "H", "H", "H", "H", "H", "H", "H", "H", "O", "C", "O", "C", "C", "C", "H", "H", "H", "H", "H", "H", "H", "H", "O", "C", "O", "C", "C", "C", "H", "H", "H", "H", "H", "H", "H", "H", "O", "C", "O", "C", "C", "C", "H", "H", "H", "H", "H", "H", "H", "H"],
  "xyz": [[0.52526, -5.05130, 0.84344], [1.34594, -6.10230, -0.44037], [-1.22758, -4.76713, 0.54989], [0.59453, -5.49624, 1.83607], [1.00175, -4.07140, 0.87237], [-5.12152, -4.06023, -0.38811], [-5.58456, -2.86523, 0.35886], [-5.13536, -3.01848, 1.72073], [-5.64544, -2.20820, 2.65164], [-6.50227, -1.33807, 2.49894], [-5.15061, -2.59577, 3.75787], [-5.33605, -2.03026, 4.99245], [-5.59470, -4.98072, -0.04620], [-4.04762, -4.22723, -0.47147], [-5.35161, -3.94467, -1.44726], [-6.65657, -2.67219, 0.39898], [-5.07428, -1.97903, -0.01845], [-6.38442, -1.80074, 5.18310], [-4.57447, -1.25513, 5.07770], [-5.03455, -2.74594, 5.75729], [-4.06300, 0.67042, -0.12423], [-3.58620, 2.08989, 0.26335], [-3.03741, 2.66088, -0.90283], [-2.15744, 3.73393, -0.76994], [-1.54063, 4.06882, 0.24452], [-2.10282, 4.30284, -2.02430], [-1.11205, 5.27908, -2.29883], [-4.44811, 0.09930, 0.72053], [-3.18391, 0.10522, -0.43382], [-4.81416, 0.70439, -0.91334], [-2.90246, 1.96881, 1.10356], [-4.48427, 2.60775, 0.60006], [-0.13385, 4.84202, -2.09832], [-1.26208, 6.12389, -1.62664], [-1.07768, 5.57648, -3.34691], [-2.13690, -2.88959, -2.25698], [-2.50128, -1.60981, -3.06639], [-3.79345, -1.21529, -2.89250], [-4.72526, -1.78127, -3.68862], [-4.54900, -2.76018, -4.40463], [-5.89546, -1.13530, -3.46932], [-7.08360, -1.54467, -4.04533], [-2.87023, -3.68817, -2.36924], [-2.02640, -2.59616, -1.21306], [-1.14374, -3.27351, -2.49009], [-2.28014, -1.75629, -4.12363], [-1.84498, -0.76065, -2.87590], [-7.76681, -0.69558, -4.02637], [-7.45909, -2.39299, -3.47308], [-6.95784, -1.84686, -5.08502], [-0.64059, -2.99131, -6.82349], [-0.60915, -3.99763, -5.60545], [0.27650, -3.45539, -4.65335], [1.64489, -3.71187, -4.73670], [2.12229, -4.39857, -5.61891], [2.32019, -3.01729, -3.80907], [1.68202, -2.20666, -2.80421], [0.28799, -3.08342, -7.38685], [-0.77835, -1.94967, -6.53346], [-1.57652, -3.20757, -7.33861], [-0.45457, -5.02479, -5.93582], [-1.61099, -4.03713, -5.17783], [0.84764, -1.64019, -3.21778], [2.36012, -1.48786, -2.34420], [1.20793, -2.75956, -1.99326], [1.44573, 2.26174, -0.99762], [1.63476, 1.08910, -0.08481], [0.42498, 0.80133, 0.55919], [-0.20246, -0.36144, 0.40682], [0.09301, -1.25678, -0.33657], [-1.18475, -0.40711, 1.36221], [-1.80827, -1.64534, 1.74405], [2.41926, 2.40344, -1.46693], [1.02007, 3.13989, -0.51205], [0.76769, 2.05952, -1.82676], [2.29325, 1.39805, 0.72701], [1.95653, 0.23007, -0.67358], [-2.64581, -1.98470, 1.13458], [-2.32103, -1.44377, 2.68456], [-1.08476, -2.41723, 2.00637], [2.85936, -6.82961, 3.39227], [3.36501, -5.39512, 3.76987], [2.36378, -4.45416, 3.38020], [2.37704, -3.24864, 3.95154], [3.08522, -2.91415, 4.88680], [1.50411, -2.44870, 3.39848], [1.19242, -1.16552, 3.93488], [2.48573, -6.90853, 2.37135], [1.99598, -7.02130, 4.02938], [3.61953, -7.56848, 3.64581], [4.25526, -5.21503, 3.16727], [3.63711, -5.31327, 4.82218], [1.98711, -0.72372, 4.53601], [0.30966, -1.38169, 4.53663], [0.93397, -0.56091, 3.06554], [-0.85608, 0.73752, 4.64698], [-1.39061, 1.56662, 3.88272], [-2.65895, 1.95906, 3.75683], [-3.73769, 1.30314, 4.33751], [-5.01773, 2.08786, 4.12551], [-0.47233, 2.45915, 3.04493], [-3.53667, 1.33462, 5.40834], [-3.81413, 0.28142, 3.96559], [-5.75321, 1.63710, 4.79183], [-5.45980, 2.13681, 3.13039], [-4.86540, 3.10665, 4.48184], [-0.42724, 3.52607, 3.26350], [-0.77853, 2.36939, 2.00268], [0.54721, 2.12446, 3.23629], [5.25878, 6.09657, -4.17504], [4.16740, 6.32872, -3.68300], [3.70265, 7.51666, -3.18500], [4.56649, 8.64216, -3.07271], [5.56241, 8.59225, -1.90156], [3.06933, 5.26073, -3.73186], [3.91264, 9.50977, -2.98432], [5.03568, 8.63508, -4.05653], [6.14453, 9.51210, -1.84585], [6.24536, 7.78661, -2.17105], [5.14922, 8.48865, -0.89824], [2.88719, 5.01540, -2.68555], [3.39976, 4.40717, -4.32377], [2.12232, 5.61097, -4.14248], [-0.80559, -4.47737, 4.06333], [-0.99707, -3.90524, 5.16853], [-0.38800, -4.25487, 6.36611], [0.49871, -5.31397, 6.42390], [1.02206, -5.43510, 7.85532], [-1.97071, -2.73500, 5.37140], [1.35230, -5.18648, 5.75813], [0.05182, -6.23324, 6.04529], [0.17117, -5.35332, 8.53164], [1.75343, -4.70386, 8.19954], [1.27611, -6.47790, 8.04539], [-2.79734, -2.84635, 4.66970], [-1.39707, -1.81112, 5.29743], [-2.41851, -2.85482, 6.35790], [1.77247, 6.10703, -0.46097], [2.51151, 5.77204, 0.54124], [2.33391, 5.96006, 1.85068], [1.28134, 6.82137, 2.26187], [1.15216, 8.18313, 1.58264], [3.71399, 4.85179, 0.35072], [1.50617, 7.09099, 3.29380], [0.33646, 6.28100, 2.20450], [0.40450, 8.79543, 2.08681], [0.79337, 8.08671, 0.55791], [2.03168, 8.82493, 1.53141], [4.11133, 5.07564, -0.63929], [3.36400, 3.82707, 0.22600], [4.40502, 5.01463, 1.17778], [2.04486, 3.58735, -7.10889], [1.12298, 2.92589, -6.59456], [-0.05883, 2.61361, -7.10090], [-0.37810, 2.90957, -8.43811], [-0.08072, 1.71963, -9.36826], [1.39758, 2.39509, -5.16732], [0.22048, 3.73319, -8.82726], [-1.45215, 3.06471, -8.54037], [-0.14370, 2.05581, -10.40321], [-0.75001, 0.86488, -9.27051], [0.95121, 1.41621, -9.19173], [0.84794, 1.46456, -5.02551], [1.26566, 3.13103, -4.37418], [2.42638, 2.03756, -5.12454], [7.05424, -4.26682, 1.82494], [6.64504, -3.34863, 2.52858], [5.66629, -2.40658, 2.24175], [4.81032, -2.58856, 1.14663], [4.17568, -1.24970, 0.82179], [7.46150, -2.90806, 3.70854], [4.12940, -3.36532, 1.49463], [5.40099, -2.90026, 0.28521], [5.02795, -0.64973, 0.50277], [3.67957, -0.71537, 1.63201], [3.43605, -1.34424, 0.02672], [8.01062, -3.78852, 4.04221], [6.80665, -2.77866, 4.57024], [8.24572, -2.17075, 3.53679]],
  "mulliken_charge": [0.373, -0.222, -0.043, 0.112, -0.281, -1.117, 0.383, -0.212, 0.950, -0.652, -0.350, -0.446, 0.441, -0.061, 0.348, 0.540, -0.368, 0.400, 0.099, 0.229, -0.603, -0.086, -0.358, 0.802, -0.588, -0.378, -0.239, 0.093, -0.133, 0.575, -0.087, 0.411, -0.093, 0.308, 0.295, 0.747, -0.441, -0.151, 0.542, -0.602, -0.300, -0.738, 0.468, -1.086, 0.033, 0.313, 0.394, 0.231, 0.291, 0.329, -1.190, -0.217, -0.239, 0.506, -0.594, -0.447, 0.150, 0.388, 0.219, 0.411, 0.353, 0.288, 0.243, 0.102, 0.025, -1.106, 0.336, 0.218, -0.118, -0.360, 0.900, 1.378, 0.555, -0.119, 0.364, 0.235, -0.442, -0.355, -0.972, -0.380, -1.157, -0.060, 0.220, -0.286, -0.626, 0.542, -0.309, 0.216, 0.237, 0.451, 0.044, 0.422, 0.476, -0.252, -0.262, -0.679, 0.642, -0.203, 0.621, -1.545, -0.260, 0.500, -0.511, 0.416, 0.249, 0.397, 0.505, -0.430, 0.286, -0.598, 0.324, -0.285, -0.260, -1.010, -0.214, 0.306, 0.346, 0.377, 0.313, 0.200, -0.170, 0.330, 0.307, -0.511, 0.357, -0.230, 0.611, -1.422, -0.426, -0.386, 0.348, 0.370, 0.323, 0.393, -0.066, 0.192, 0.514, -0.455, 0.829, -0.337, 0.026, -1.270, -0.603, 0.363, 0.086, 0.405, 0.282, 0.328, 0.161, -0.179, 0.416, -0.607, 0.583, -0.264, -0.240, -1.089, -0.422, 0.355, 0.274, 0.363, 0.271, 0.327, 0.256, -0.145, 0.359, -0.575, 0.719, -0.251, -0.033, -0.782, -1.139, -0.174, 0.516, 0.482, 0.243, 0.052, 0.395, 0.312, 0.287],
  "energy_ha": -5103.416530,
  "e_homo_ha": -0.3741,
  "gap_ev": 10.5839,
  "fmax_ha_per_bohr": 0.106,
  "total_charge": 0,
  "e_above_lowest_kj_mol": 118.59
}